*i*
C3H12N2 | ωB97M-V with the def2-TZVPD basis set

- HOMO energy (eV) = -9.00
- SMILES = CNC.CN

```
17
Properties=species:S:1:pos:R:3:lowdin_charge:R:1
N -2.0495 0.3856 -0.7708 -0.041
N 1.2408 -1.1270 -0.3901 -0.170
C -2.2943 1.3294 0.3377 -0.196
C 1.7217 -1.4301 0.9695 -0.181
C 1.4235 0.3701 -0.7027 -0.138
H 2.3864 0.7510 -0.4866 0.040
H -2.8704 -0.1935 -0.8780 0.055
H 0.8143 -1.3346 1.6701 0.098
H 2.5334 -0.9212 1.4252 0.048
H 0.5709 1.1032 -0.3998 0.085
H 1.9062 -1.6558 -1.0356 0.111
H -2.1695 0.9775 1.3129 0.033
H -1.2984 -0.2146 -0.7968 -0.015
H -1.9793 2.4191 0.3038 0.082
H 2.0927 -2.4304 0.9796 0.054
H -3.3706 1.4930 0.2740 0.060
H 1.3420 0.4782 -1.8126 0.074
```

=====

*ii*
C3H12N2 | ωB97M-V with the def2-TZVPD basis set

- HOMO energy (eV) = -8.94
- SMILES = NCN.CC

```
17
Properties=species:S:1:pos:R:3:lowdin_charge:R:1
N -0.4279 -1.7782 -1.0680 -0.004
N -0.7109 -0.6761 -3.2185 -0.049
C 1.3914 1.2498 2.4146 -0.095
C -0.5726 -0.3688 -1.8272 -0.332
C -0.2377 0.6992 1.9572 -0.077
H 0.4269 0.3816 -1.6161 0.148
H -0.3215 0.4617 0.8891 0.004
H -0.7880 1.5831 2.1430 0.019
H -0.5105 -1.6726 -3.4051 0.075
H -1.4568 0.0436 -1.4747 0.064
H -1.5468 -0.3565 -3.7020 0.064
H -0.4282 -1.2883 -0.2217 -0.035
H 0.5198 -2.1617 -0.9463 0.058
H 2.1268 0.3888 2.6443 0.063
H -0.6096 -0.1411 2.5383 0.043
H 1.8598 1.7511 1.5887 0.017
H 1.2857 1.8843 3.3042 0.035
```

=====

Of them, the most stable is *i* and the least stable is *ii*.

=====

*i*
H2O4PS | ωB97M-V with the def2-TZVPD basis set

- HOMO energy (eV) = -2.91
- charge = -1

```
8
Properties=species:S:1:pos:R:3:lowdin_charge:R:1
S -3.2019 -0.0225 -0.0291 0.605
P 0.2611 0.8142 -0.1245 0.321
O -4.2519 0.9361 0.1398 -0.279
O -2.9597 -0.5468 -1.3301 -0.278
O -0.7218 1.7807 0.3213 -0.743
O -2.6746 -0.6897 1.1037 -0.282
H -0.2935 0.1200 -1.2444 -0.184
H -0.3237 -0.3579 0.4830 -0.162
```

=====

*ii*
H2O4PS | ωB97M-V with the def2-TZVPD basis set

- HOMO energy (eV) = -3.68
- SMILES = O=S12([O-])O[PH2]1O2
- charge = -1

```
8
Properties=species:S:1:pos:R:3:lowdin_charge:R:1
S -0.0064 0.7363 0.9471 0.534
P -0.2877 -0.4653 -1.2228 0.646
O -1.1130 1.6672 0.9392 -0.352
O -0.4635 -0.7392 0.5321 -0.565
O 0.9489 1.0713 -0.7768 -0.624
O 0.8954 0.6216 2.0702 -0.343
H -0.8009 -1.7429 -1.1755 -0.166
H 0.8272 -1.1490 -1.3135 -0.131
```

=====

Of them, the most stable is *i* and the least stable is *ii*.

=====

*i*
C5H10N3O | ωB97M-V with the def2-TZVPD basis set

- HOMO energy (spin up / spin down) (eV) = -12.06 / -11.53
- charge = +1

```
19
Properties=species:S:1:pos:R:3:lowdin_charge:R:1
O 0.4748 -2.1268 0.7858 0.004
N -0.2422 0.0013 1.7555 0.182
N -1.2006 -1.5636 -1.3041 0.179
N 1.2814 1.3277 -1.1261 0.007
C -1.1341 0.8766 -1.0113 -0.051
C -0.8458 -0.5733 -0.6064 -0.400
C 1.8537 0.1803 -0.7822 0.035
C -0.0479 -0.8343 0.5481 -0.343
C 0.1295 1.7701 -1.2880 -0.073
H -1.0315 -2.4889 -0.9330 0.068
H -1.5986 1.4629 -0.1920 0.121
H 0.3197 -0.4532 2.5811 0.212
H -1.2867 -0.2153 2.2163 0.248
H -0.1228 1.1039 1.5528 0.225
H 1.0378 -2.3229 -0.0186 0.138
H 1.8595 -0.6160 -1.6017 0.139
H 2.7420 0.3510 -0.2168 0.085
H -0.0839 2.7991 -1.5924 0.136
H -1.6388 0.9026 -1.8951 0.088
```

=====

*ii*
C5H10N3O | ωB97M-V with the def2-TZVPD basis set

- HOMO energy (eV) = -14.19
- SMILES = [H]/N=[N+](\C)C(=O)/C(C)=N/C
- charge = +1

```
19
Properties=species:S:1:pos:R:3:lowdin_charge:R:1
O -2.5680 1.0862 0.8665 0.198
N 0.5984 -0.1627 0.0238 0.035
N -1.5361 1.0536 -1.2387 -0.118
N -1.4289 2.2364 -1.4519 0.314
C -1.5897 0.7258 0.2745 -0.265
C -0.3977 0.1713 2.3451 0.009
C -0.3328 0.1622 0.8300 -0.284
C 1.8586 -0.7470 0.4489 -0.073
C -1.6900 -0.0199 -2.1932 0.024
H 0.1602 0.9598 2.8223 0.095
H -2.0836 0.3894 -3.1372 0.118
H 2.3473 -1.1451 -0.6010 0.144
H 2.3452 0.1547 0.9818 0.130
H -0.0642 -0.7774 2.6479 0.068
H 1.7061 -1.5046 1.1690 0.059
H -0.7159 -0.3900 -2.5103 0.108
H -1.4947 0.4351 2.6952 0.135
H -1.3152 2.5055 -2.4651 0.162
H -2.1717 -0.9694 -1.8454 0.140
```

=====

Of them, the most stable is *ii* and the least stable is *i*.

=====

*i*
C7H27ClO10 | ωB97M-V with the def2-TZVPD basis set

- HOMO energy (eV) = -8.95

```
45
Properties=species:S:1:pos:R:3:lowdin_charge:R:1
Cl 0.3880 3.5640 -0.9656 0.649
O 2.7138 0.9360 3.0357 -0.056
O -1.2204 0.0452 -3.2843 -0.141
O -1.4451 0.7771 1.7856 -0.136
O 1.5064 3.1859 -1.7939 -0.362
O -0.0330 -3.0314 -0.1511 -0.128
O -0.5993 2.4870 -0.9648 -0.390
O -0.2240 4.7554 -1.4798 -0.339
O -0.5290 -0.3235 -0.3446 0.204
O 0.8375 3.7698 0.3932 -0.375
O -3.0223 -1.4957 -0.6872 -0.133
C -0.8940 -4.0098 -0.7696 -0.109
C 3.0358 -1.0652 1.8895 -0.065
C -0.5236 1.7939 2.2605 -0.082
C 2.8818 1.0620 0.5795 -0.055
C 3.3543 0.4134 1.8700 -0.492
C -3.8088 -1.7940 0.4697 -0.119
C -0.3946 0.9877 -4.0076 -0.108
H 4.4389 0.5622 1.9411 0.134
H -1.0115 1.6977 -4.5601 0.088
H 1.8335 0.8467 0.3596 0.056
H -2.1783 0.7221 2.4005 0.098
H -1.8872 -3.9635 -0.3283 0.062
H -2.1220 0.3340 -3.4428 0.078
H -0.4572 -5.0044 -0.7100 0.087
H -0.7470 -1.2772 -0.2661 0.100
H 3.4606 -1.5908 1.0332 0.081
H 0.2087 0.4478 -4.7362 0.078
H 2.7912 1.8961 3.0248 0.092
H -0.7188 0.0314 -1.2403 0.113
H 1.9463 -1.1669 1.8381 0.072
H 0.5528 -3.5042 0.4448 0.090
H -3.8430 -0.9108 1.1024 0.074
H 3.4799 0.6874 -0.2495 0.090
H 2.9158 2.1513 0.6571 0.077
H -3.3604 -1.9848 -1.4413 0.086
H -0.8955 0.2518 0.3955 0.085
H -0.2549 1.5565 3.2883 0.089
H 3.3562 -1.5470 2.8128 0.078
H 0.2193 1.5698 -3.3286 0.052
H 0.3624 1.7782 1.6379 0.041
H -4.8325 -2.0394 0.1864 0.085
H -0.9668 2.7826 2.1602 0.091
H -0.9520 -3.7549 -1.8281 0.087
H -3.3618 -2.6293 1.0135 0.075
```

=====

*ii*
C7H27ClO10 | ωB97M-V with the def2-TZVPD basis set

- HOMO energy (eV) = -7.60

```
45
Properties=species:S:1:pos:R:3:lowdin_charge:R:1
Cl -5.4337 2.4725 0.4024 0.588
O -5.8728 1.4333 -0.5140 -0.386
O -4.0819 2.8725 0.0335 -0.434
O -0.8298 0.1728 1.4309 0.403
O 0.5104 -3.7501 -0.7809 -0.121
O -5.4148 1.9793 1.7286 -0.398
O -1.2326 -3.1489 3.7160 -0.135
O 0.8271 0.4208 -5.9445 -0.045
O -6.2072 3.6630 0.4342 -0.366
O -1.0210 1.9139 4.9962 -0.132
O 2.6976 1.3001 0.4617 -0.104
C 0.1855 1.8883 -4.2915 -0.074
C -0.0143 -3.9243 3.8809 -0.143
C -1.6515 1.2627 6.1037 -0.155
C 1.0347 -3.5731 -2.0412 -0.195
C 1.1981 1.6204 -5.3740 -0.519
C 3.5797 0.2892 0.2394 -0.208
C 2.6654 1.6655 -4.8673 -0.036
H 3.1864 2.1074 0.6377 0.092
H -1.9259 -3.6751 4.1211 0.072
H 0.1967 2.8794 -3.8381 0.078
H 4.1353 0.0123 1.1353 0.080
H 0.8193 -3.3324 3.5029 0.067
H 2.1215 -3.5683 -1.9584 0.074
H -0.0899 0.3800 -6.2256 0.094
H 1.0468 2.3790 -6.1421 0.130
H 0.4050 1.3573 -3.3652 0.070
H -1.9736 0.2463 5.8773 0.076
H 0.2377 -4.0499 4.9339 0.076
H 2.8374 1.0672 -3.9726 0.067
H 4.3561 0.4950 -0.4975 0.085
H 0.8495 -2.6136 -2.5240 0.075
H 3.3053 1.3824 -5.7030 0.077
H -0.9212 -0.6826 1.8569 0.180
H 0.0509 0.2186 1.0515 0.172
H 0.0595 -4.8740 3.3511 0.078
H -2.4888 1.8951 6.3987 0.081
H 3.0342 -0.5951 -0.0900 0.078
H 2.9375 2.6511 -4.4896 0.076
H -0.8535 1.7080 -4.5673 0.083
H -0.7444 2.7830 5.2957 0.074
H -1.1007 1.1540 7.0380 0.071
H -0.9445 0.9192 2.0236 0.188
H -0.2307 -4.3583 -0.8300 0.080
H 0.7554 -4.4438 -2.6345 0.088
```

=====

Of them, the most stable is *i* and the least stable is *ii*.

=====

*i*
C2H3INO2 | ωB97M-V with the def2-TZVPD basis set

- HOMO energy (eV) = -14.51
- SMILES = C[N+](=C=O)OI
- charge = +1

```
9
Properties=species:S:1:pos:R:3:lowdin_charge:R:1
I -0.9923 2.1644 2.9535 1.091
O -0.0805 -2.4643 2.6124 0.382
O 0.2565 0.6619 2.5811 -0.668
N -0.1023 -0.3307 1.5172 -0.109
C -0.0450 0.1556 0.1505 0.051
C -0.0513 -1.4745 2.0323 -0.062
H -0.6325 1.0806 0.1663 0.082
H 0.8945 0.3813 -0.1484 0.075
H -0.4823 -0.7510 -0.3839 0.158
```

=====

*ii*
C2H3INO2 | ωB97M-V with the def2-TZVPD basis set

- HOMO energy (eV) = -15.08
- SMILES = C[N+](=O)C(=O)I
- charge = +1

```
9
Properties=species:S:1:pos:R:3:lowdin_charge:R:1
I -3.1004 0.0732 -0.1131 1.218
O -0.8427 -1.9222 0.2022 0.151
O -0.6457 1.4718 0.2795 0.084
N -0.1197 0.4783 -0.0954 -0.161
C 1.2445 0.2395 -0.1307 0.042
C -1.3038 -0.8840 -0.0008 -0.749
H 1.6630 1.0135 0.5835 0.161
H 1.1985 -0.7754 0.2511 0.114
H 1.9064 0.3053 -0.9762 0.139
```

=====

Of them, the most stable is *ii* and the least stable is *i*.

=====

*i*
C4H8INS | ωB97M-V with the def2-TZVPD basis set

- HOMO energy (eV) = -8.12

```
15
Properties=species:S:1:pos:R:3:lowdin_charge:R:1
I 2.2110 -1.5491 1.5358 0.580
S -0.6111 -1.2568 0.7445 0.676
N 0.7838 -0.6969 0.2915 -0.989
C -0.1168 2.6632 1.3404 0.069
C -1.0339 -2.8780 -0.1173 -0.271
C 0.7837 2.2376 -1.0921 -0.135
C 0.1961 2.4977 0.2131 -0.251
H -1.2970 -2.6725 -1.0358 -0.038
H -0.6419 2.6925 2.2958 0.038
H 0.8297 3.2364 -1.6725 0.105
H -1.1024 -0.6144 -0.2753 -0.032
H -0.2280 -3.6401 -0.1320 0.055
H -1.7885 -3.4054 0.5274 0.059
H 1.7818 1.8207 -0.8874 0.079
H 0.2333 1.5654 -1.7359 0.056
```

=====

*ii*
C4H8INS | ωB97M-V with the def2-TZVPD basis set

- HOMO energy (eV) = -8.64
- SMILES = CC[C@@H](I)C(N)=S

```
15
Properties=species:S:1:pos:R:3:lowdin_charge:R:1
I -2.7715 -0.8595 0.7960 0.759
S 0.2335 -2.2334 -1.7088 0.632
N -0.8114 0.2148 -1.7540 0.072
C -0.5691 -0.6813 0.4196 -0.729
C 1.4957 0.5491 0.7419 -0.101
C -0.0464 0.6556 1.0547 -0.282
C -0.4411 -0.8643 -1.0309 -1.035
H -0.0425 -1.5026 0.8197 0.040
H -1.3072 0.9836 -1.2737 0.099
H -0.4916 1.6218 0.5488 0.128
H -0.4993 0.2724 -2.6977 0.093
H 2.0942 1.0095 1.5399 0.070
H -0.2327 0.5964 2.1129 0.080
H 1.7481 -0.6004 0.7391 0.102
H 1.6413 0.8383 -0.3074 0.070
```

=====

Of them, the most stable is *ii* and the least stable is *i*.